DFT (wB97M-V/def2-TZVPD) results for an isolated molecule of C6H16FNSi at a distorted geometry.

ORCA input file:
```
! RIJCOSX wB97M-V def2-TZVPD def2/J DEFGRID3
* xyz 0 1
C 0.792 -2.666 -0.993
C 1.170 -1.686 1.196
C -1.280 2.300 0.890
C 0.616 2.499 -0.758
C 1.007 -1.388 -0.251
C -0.102 1.518 0.093
N -1.997 -0.644 0.122
F -0.208 0.035 -2.329
Si -0.501 -0.211 -0.576
H 1.619 -3.490 -0.862
H -0.054 -3.241 -0.718
H 0.718 -2.451 -2.066
H 1.554 -2.710 1.315
H 0.151 -1.620 1.669
H 1.677 -1.005 1.951
H -1.006 3.246 1.339
H -2.132 2.539 0.268
H -1.635 1.728 1.680
H -0.131 3.065 -1.175
H 1.289 1.986 -1.341
H 1.120 3.146 -0.160
H 1.897 -0.939 -0.598
H 0.614 1.304 0.883
H -2.649 -1.458 -0.138
H -2.532 0.144 0.559
*
```

Calculated values
LUMO energy in eV: 0.63
Largest force on an atom in eV/A: 3.57
SMILES: CC(C)[Si](N)(F)C(C)C
HOMO energy in eV: -9.743
Energy above the lowest of the compared OMol25 structures with the same formula, charge and spin in eV: 1.605
Total energy in eV: -18568.199

=====

DFT (wB97M-V/def2-TZVPD) results for a structure of composition C8H12CaCl3O18 at a distorted geometry.

ORCA input file:
```
! RIJCOSX wB97M-V def2-TZVPD def2/J DEFGRID3
* xyz -1 1
Ca -0.760 1.638 1.039
Cl -3.745 2.030 3.721
O -4.664 0.978 3.370
O -3.464 1.994 5.132
O -2.499 1.801 2.997
O -4.278 3.317 3.355
Cl 2.175 1.371 2.321
O 1.887 1.715 0.929
O 0.904 1.581 3.006
O 2.530 -0.025 2.416
O 3.187 2.160 2.929
Cl -0.664 4.683 0.191
O 0.464 5.480 0.543
O -1.662 5.446 -0.488
O -0.257 3.562 -0.653
O -1.228 4.075 1.392
C -0.139 -1.234 -4.877
C 0.785 -0.955 -3.711
C 1.463 0.421 -3.795
O 1.057 1.073 -2.581
C 0.102 0.369 -1.990
O -0.576 0.764 -1.089
O 0.000 -0.868 -2.511
H -0.730 -0.359 -5.177
H -0.877 -2.015 -4.707
H 0.439 -1.467 -5.776
H 1.511 -1.767 -3.683
H 1.112 0.993 -4.653
H 2.550 0.433 -3.788
C 1.706 -3.155 2.087
C 0.932 -2.911 0.820
C -0.401 -3.651 0.706
O -1.350 -2.732 1.249
C -0.812 -1.513 1.167
O -1.415 -0.495 1.366
O 0.474 -1.551 0.803
H 2.271 -4.092 2.066
H 1.056 -3.090 2.959
H 2.507 -2.421 2.189
H 1.533 -3.150 -0.056
H -0.476 -4.646 1.138
H -0.646 -3.792 -0.356
*
```

Calculated values
LUMO energy in eV: 1.48
Largest force on an atom in eV/A: 2.39
HOMO energy in eV: -6.213
Energy above the lowest of the compared OMol25 structures with the same formula, charge and spin in eV: 0.000
Total energy in eV: -101336.680

=====

DFT (wB97M-V/def2-TZVPD) results for a structure of composition C44H49AsCsN3O2S4Se at a distorted geometry.

ORCA input file:
```
! RIJCOSX wB97M-V def2-TZVPD def2/J DEFGRID3
* xyz 0 1
Cs -0.253 -2.275 -0.308
O 2.297 -1.989 -0.451
S 3.669 -1.572 -0.892
C 4.690 -3.080 -0.950
C 3.876 -4.352 -1.171
C 3.483 -5.028 0.141
C 2.704 -6.319 -0.085
S 0.896 -6.030 -0.292
O 0.775 -4.547 -0.519
C 0.442 -6.282 1.416
C 0.076 -7.561 1.807
C -0.232 -7.797 3.138
C -0.189 -6.756 4.056
C 0.146 -5.475 3.643
C 0.459 -5.229 2.314
C 3.557 -1.278 -2.653
C 2.445 -1.676 -3.378
C 2.402 -1.410 -4.741
C 3.452 -0.752 -5.363
C 4.554 -0.344 -4.623
C 4.605 -0.600 -3.262
H 5.226 -3.110 0.001
H 5.420 -2.899 -1.740
H 4.482 -5.047 -1.760
H 2.979 -4.133 -1.754
H 2.898 -4.336 0.750
H 4.392 -5.267 0.702
H 2.814 -7.022 0.740
H 3.031 -6.818 -0.999
H -0.002 -8.349 1.068
H -0.531 -8.788 3.454
H -0.440 -6.941 5.092
H 0.153 -4.660 4.358
H 0.685 -4.225 1.977
H 1.613 -2.180 -2.904
H 1.539 -1.721 -5.315
H 3.408 -0.547 -6.424
H 5.367 0.185 -5.103
H 5.451 -0.265 -2.673
S 0.048 1.350 -0.989
C -1.150 2.367 -0.481
N -0.977 3.648 -0.139
C -2.130 4.527 0.016
C -3.155 4.146 -1.023
N -3.517 2.750 -0.806
C -4.918 2.394 -1.020
C -5.329 2.713 -2.435
C -6.317 3.648 -2.708
C -6.670 3.938 -4.020
C -6.031 3.295 -5.067
C -5.040 2.357 -4.801
C -4.691 2.067 -3.493
C -2.593 1.864 -0.401
S -2.908 0.348 0.150
C 0.339 4.274 -0.034
C 0.594 5.230 -1.172
C 0.522 4.782 -2.490
C 0.734 5.662 -3.538
C 1.024 6.998 -3.283
C 1.100 7.449 -1.975
C 0.881 6.566 -0.924
H -1.793 5.551 -0.140
H -2.547 4.444 1.025
H -2.762 4.304 -2.032
H -4.057 4.747 -0.917
H -5.538 2.941 -0.304
H -5.016 1.333 -0.805
H -6.820 4.151 -1.889
H -7.445 4.667 -4.222
H -6.305 3.519 -6.090
H -4.544 1.846 -5.616
H -3.924 1.330 -3.282
H 1.075 3.474 -0.016
H 0.377 4.805 0.921
H 0.306 3.737 -2.685
H 0.678 5.307 -4.559
H 1.191 7.683 -4.104
H 1.323 8.487 -1.769
H 0.935 6.921 0.099
C -1.054 -1.683 5.084
As -0.451 -1.553 3.227
C 1.481 -1.657 3.558
C -0.595 0.411 2.969
C 0.143 1.271 3.940
C -0.446 1.677 5.137
C 0.249 2.461 6.046
C 1.551 2.858 5.774
C 2.148 2.466 4.584
C 1.449 1.682 3.677
H -0.458 -1.055 5.746
H -0.986 -2.722 5.403
H -2.100 -1.381 5.143
H 1.785 -1.003 4.376
H 2.014 -1.375 2.648
H 1.746 -2.687 3.800
H -1.666 0.621 2.975
H -0.251 0.589 1.947
H -1.465 1.376 5.354
H -0.229 2.765 6.969
H 2.094 3.471 6.481
H 3.162 2.774 4.358
H 1.920 1.384 2.746
Se -2.534 -6.861 -0.945
C -2.434 -5.063 -0.713
N -2.366 -3.910 -0.563
*
```

Calculated values
LUMO energy in eV: -0.38
Largest force on an atom in eV/A: 2.39
HOMO energy in eV: -6.057
Energy above the lowest of the compared OMol25 structures with the same formula, charge and spin in eV: 1.280
Total energy in eV: -225061.731

=====

DFT (wB97M-V/def2-TZVPD) results for a structure of composition C22H28CoN4O2.

ORCA input file:
```
! RIJCOSX wB97M-V def2-TZVPD def2/J DEFGRID3
* xyz 3 1
Co -0.142 -0.178 0.027
C -0.348 2.418 -1.033
N -0.220 1.729 0.291
C 1.027 2.152 1.017
C 2.154 1.264 0.615
C 3.484 1.628 0.688
C 4.449 0.721 0.276
C 4.045 -0.505 -0.236
C 2.699 -0.797 -0.289
N 1.768 0.055 0.173
C -1.382 1.953 1.207
C -1.247 0.932 2.303
C -1.734 1.101 3.581
C -1.499 0.107 4.524
C -0.763 -1.012 4.160
C -0.307 -1.117 2.860
N -0.555 -0.171 1.945
C -0.009 1.483 -2.163
C 0.147 1.931 -3.462
C 0.414 1.009 -4.463
C 0.527 -0.337 -4.135
C 0.366 -0.713 -2.819
N 0.093 0.180 -1.855
H 0.302 3.292 -1.063
H -1.369 2.789 -1.140
H 0.852 2.064 2.089
H 1.236 3.201 0.808
H 3.758 2.609 1.052
H 5.499 0.978 0.328
H 4.761 -1.224 -0.607
H 2.351 -1.718 -0.727
H -2.305 1.816 0.648
H -1.365 2.973 1.597
H -2.279 1.999 3.842
H -1.871 0.214 5.535
H -0.540 -1.795 4.871
H 0.264 -1.974 2.537
H 0.061 2.987 -3.687
H 0.539 1.336 -5.487
H 0.741 -1.085 -4.886
H 0.456 -1.746 -2.510
C -2.857 0.041 -1.429
O -2.129 -0.408 -0.251
C -2.518 -1.758 0.124
C -1.513 -2.697 -0.476
O -0.213 -2.204 -0.061
C 0.720 -3.258 0.300
H -3.920 -0.002 -1.200
H -2.627 -0.585 -2.291
H -2.576 1.067 -1.633
H -3.525 -1.960 -0.238
H -2.514 -1.800 1.211
H -1.559 -2.721 -1.566
H -1.659 -3.708 -0.096
H 0.194 -4.006 0.892
H 1.515 -2.823 0.897
H 1.127 -3.725 -0.597
*
```

Calculated values
LUMO energy in eV: -10.17
Largest force on an atom in eV/A: 0.12
HOMO energy in eV: -18.987
Total energy in eV: -70925.783